(1)
C24H46Cl2N3O7SSiYb | ωB97M-V/def2-TZVPD

For the relative energy (zero: lowest compared OMol25 entry of this formula, charge and spin), the calculation gives 2.6099 eV. For the highest occupied orbital energy (spin up / spin down), the calculation gives -0.249 / -0.249 hartree. Its HOMO-LUMO gap (spin up / spin down) is 6.81 / 6.00 eV. The spin multiplicity is 2. The value obtained for the maximum force is 5.94 eV Å⁻¹.

```
85
Properties=species:S:1:pos:R:3:forces:R:3:mulliken_spin:R:1
C -1.52457 -0.43430 -3.89586 0.1671 0.6862 -0.1284 0.0003
C -1.02254 -1.64213 -3.18927 0.2929 -1.0550 0.2781 0.0004
H -1.22042 -0.42006 -4.94575 -0.0648 0.1611 0.1804 0.0000
H -1.12065 0.45667 -3.38903 -0.3008 -0.3874 -0.3836 -0.0002
H -2.62446 -0.35608 -3.88080 0.3073 -0.1449 0.1638 0.0000
C -0.57864 -2.75210 -3.80140 -0.3441 0.5777 0.3849 -0.0002
C -0.42424 -2.90769 -5.27315 -0.0049 -0.2785 -0.3965 0.0001
H -0.35180 -3.64042 -3.20835 0.1271 0.2870 -0.1094 0.0000
H -0.53017 -1.97153 -5.83030 0.0324 -0.2613 0.1308 0.0000
H -1.16151 -3.62101 -5.65850 0.0654 0.0634 -0.0920 0.0000
H 0.56143 -3.32960 -5.49531 -0.0463 0.0255 -0.0962 0.0000
Yb 0.48765 0.62720 0.59319 -0.3644 -1.0420 -1.4109 1.0082
Cl 1.30681 3.31568 0.05122 0.8264 -1.8206 1.7615 -0.0006
C 0.15677 -2.18794 2.10863 -0.4876 -0.3183 0.0250 -0.0009
O 1.04048 -1.36400 1.77999 -0.2661 -0.0151 0.2597 -0.0034
N 0.30180 -3.22757 2.94300 0.3600 0.4626 -0.4628 -0.0001
C 1.59568 -3.58161 3.51284 0.0319 -0.0472 0.0537 0.0000
C -0.78532 -4.17063 3.16793 -0.3555 -0.1152 -0.1103 0.0000
H -0.85569 -2.07470 1.69088 0.1805 -0.1440 0.2684 0.0002
H 2.26555 -2.72823 3.40550 -0.0172 -0.1486 0.0638 0.0000
H 2.02558 -4.46001 3.00433 -0.1700 0.2922 0.0629 0.0000
H 1.46291 -3.83788 4.57458 0.0740 0.1774 -0.3166 0.0000
H -1.74276 -3.71150 2.89742 0.2306 -0.0776 0.0210 0.0000
H -0.81838 -4.46009 4.22466 0.0527 0.1959 -0.1632 0.0000
H -0.66458 -5.08212 2.56579 0.0884 0.2876 0.1054 0.0000
H 0.61269 3.67753 5.83871 0.2213 -0.0611 -0.0918 0.0000
H -0.98168 5.17054 4.84329 -0.0789 -0.1136 -0.1360 0.0000
C 1.11625 3.67918 4.86480 -0.0835 0.1007 0.2272 0.0000
C -0.82437 4.83941 3.81435 -0.1096 0.2063 -0.3198 0.0000
N 0.10345 3.71428 3.82707 0.4912 -0.5922 -0.4125 0.0003
H 1.71717 2.77749 4.74529 -0.0476 0.1548 0.0501 0.0000
C 0.12175 2.84558 2.81535 -0.9137 1.0293 -0.1121 -0.0003
O 0.87271 1.86020 2.68685 -0.1102 -0.6642 -0.2394 -0.0005
H -1.77862 4.54068 3.36604 0.2172 -0.0254 0.1556 0.0000
H -0.64199 3.08898 2.06107 0.2251 -0.1099 0.2613 0.0003
H 1.75341 4.57294 4.80219 -0.1006 -0.2516 -0.0071 0.0000
H -0.42411 5.68443 3.23631 0.0065 -0.1934 0.1699 0.0000
H 1.55156 -0.22896 -3.39016 0.0846 0.1312 0.2001 0.0000
H 2.32648 -2.79217 -3.00101 0.2523 0.2388 0.0982 0.0000
C 2.46278 0.05845 -2.85419 -0.3293 0.0343 -0.3578 0.0003
C 3.22505 -2.28716 -2.60927 0.0098 -0.2020 -0.0884 0.0000
N 2.86430 -1.02789 -1.98072 0.7306 0.1247 1.4718 -0.0002
H 2.27673 0.96058 -2.27146 -0.0058 -0.1658 -0.1508 -0.0002
C 3.00969 -0.84778 -0.65387 -0.1840 -0.4613 -1.5118 0.0003
O 2.68591 0.19876 -0.05872 -0.5263 -0.1396 0.2890 -0.0015
H 3.70364 -2.94346 -1.86870 -0.1115 0.1716 -0.2650 0.0000
H 3.44876 -1.72804 -0.12965 -0.2960 0.5506 -0.1314 0.0000
H 3.25960 0.23633 -3.58550 -0.0332 0.0204 0.1552 0.0000
H 3.91904 -2.10121 -3.44303 -0.1665 -0.0752 0.2993 0.0000
O -0.09110 -0.55792 -1.29923 1.8068 1.4525 2.2911 -0.0026
C -1.00072 -1.49762 -1.66319 -1.3899 -0.6087 0.4802 -0.0007
C 0.38968 -3.45056 -0.79711 -0.0361 -0.1164 -0.0739 -0.0003
C -0.85764 -2.86570 -0.96143 -0.2728 0.9195 -0.4257 -0.0002
H 1.27009 -2.82258 -0.99358 -0.4345 -0.5185 0.0379 0.0002
C 0.46696 -4.79595 -0.42982 0.2752 0.5062 0.1250 -0.0007
H -2.01097 -1.14439 -1.36452 -0.0077 -0.1183 -0.1604 0.0004
C -2.02329 -3.53946 -0.58903 0.3312 -0.2246 -0.1867 0.0012
H 1.45897 -5.24774 -0.35352 -0.3797 -0.1292 0.0517 0.0000
C -0.70099 -5.51168 -0.17082 0.1489 -0.1946 0.1230 0.0004
C -1.94858 -4.88278 -0.22456 0.1028 0.1263 0.1502 -0.0002
H -2.96430 -2.98602 -0.62146 0.1474 -0.3398 -0.0923 0.0000
H -0.61318 -6.55992 0.11770 -0.1624 0.2107 -0.1275 0.0000
H -2.85510 -5.43405 0.02315 0.2189 0.0822 -0.0271 0.0000
Si 0.13021 4.26049 -1.46703 -1.6731 4.6602 -3.2764 0.0003
Cl -0.36571 2.45870 -2.41334 0.3034 -0.1749 0.0097 -0.0001
C 1.68939 5.44384 -1.82289 0.8200 -0.7953 0.7701 0.0000
C -1.42390 4.77577 -0.46025 0.3296 -0.5346 0.9941 -0.0001
C -0.58056 5.58021 -2.79185 -0.8293 -0.8109 -0.8587 0.0000
H 2.67126 5.01425 -1.58544 -0.0243 0.2166 0.1805 0.0000
H 1.49252 6.29039 -1.14416 0.2275 -0.2075 0.0262 0.0000
H 1.75230 5.88637 -2.82962 -0.2129 -0.4690 0.4311 0.0000
H -0.00568 5.58617 -3.72990 -0.3085 0.0897 0.1000 0.0000
H -0.45791 6.56509 -2.30746 -0.1023 -0.2920 -0.1938 0.0000
H -1.64732 5.45177 -3.02968 0.1535 0.1345 -0.1684 0.0000
H -1.83322 4.04638 0.25205 0.1602 0.0597 0.1129 0.0001
H -2.24789 5.06417 -1.12885 0.4876 -0.2390 0.1771 0.0000
H -1.13359 5.67571 0.09731 -0.1194 -0.0225 0.1001 0.0000
C -2.06208 0.05413 3.91993 0.0202 0.1771 -0.3420 0.0000
S -2.63236 0.64440 2.31382 -1.6403 0.8586 0.3584 0.0002
O -3.94727 0.06326 2.09637 1.1770 0.2093 0.1125 0.0002
O -2.59913 2.11638 2.34940 0.3091 -1.4160 0.0471 0.0000
O -1.61584 0.09476 1.34941 1.0165 0.3718 -0.2050 -0.0003
H -2.65411 0.56020 4.69561 0.1965 -0.2301 -0.3144 0.0000
H -0.99904 0.31062 4.00280 -0.2218 -0.0566 0.1116 0.0001
H -2.20902 -1.03381 3.95396 0.0257 0.3552 0.0185 0.0000
```
Forces are in eV/Å.

(2)
C24H46ClFNOPS2 | ωB97M-V/def2-TZVPD

For the highest occupied orbital energy, the calculation gives -0.312 hartree. Its HOMO-LUMO gap is 8.24 eV. The SMILES is CCCCCCCCN(CCCCCCCC)C(=S)SCCCP(CCF)CC(=O)Cl. The spin multiplicity is 1. The value obtained for the maximum force is 1.30 eV Å⁻¹.

```
77
Properties=species:S:1:pos:R:3:forces:R:3:lowdin_charge:R:1
C -7.88448 0.31923 2.38345 0.0286 0.0309 0.2669 -0.1205
C -7.58793 -1.00835 3.09645 -0.2798 0.0212 -0.2191 -0.2690
C -7.01552 -2.09459 2.17617 0.2188 0.0815 0.1880 -0.2232
C -5.85596 -1.62114 1.27338 0.0862 -0.4544 0.1860 -0.2138
C -4.70509 -2.64308 1.18286 -0.1410 -0.0748 -0.1050 -0.2177
C -3.96595 -2.63075 -0.15517 0.3428 0.1641 0.2203 -0.2283
C -3.31231 -1.28508 -0.48420 -0.3164 -0.0477 -0.3510 -0.1790
C -2.62474 -1.30360 -1.86712 -0.0538 -0.2958 0.3610 -0.1984
N -1.26779 -0.72602 -1.82800 -0.4723 0.4605 -0.4493 -0.2172
C -0.22935 -1.63998 -2.35871 0.2480 0.1426 0.5517 -0.1933
C 0.23852 -2.61075 -1.27884 0.2598 0.0042 -0.1737 -0.1704
C 1.24385 -1.98703 -0.29073 0.1201 -0.2432 0.2051 -0.1936
C 0.86765 -2.17554 1.19287 0.2150 0.4282 -0.2128 -0.1893
C 1.39890 -1.05237 2.11539 -0.3491 -0.1212 0.0489 -0.2115
C 1.98089 -1.58820 3.42811 -0.1085 -0.2858 -0.1330 -0.2208
C 3.41425 -2.15604 3.35171 0.1098 0.1504 0.2315 -0.2536
C 4.36881 -1.44011 2.38517 0.0416 -0.2565 0.0669 -0.1125
C -1.14305 0.54820 -2.42981 0.1921 0.1736 0.0030 -1.1122
S -1.74179 0.99668 -3.86950 -0.1285 -0.0567 -0.0789 0.7149
S -0.17572 1.67321 -1.44957 0.3041 -0.6786 0.0493 0.8925
C 1.02696 2.29290 -2.66525 0.2789 0.2292 -0.1844 -0.4804
C 2.42259 2.46176 -2.02012 -0.6178 0.2136 0.1787 -0.3225
C 2.65081 3.91374 -1.57992 0.1065 -0.2004 -0.4461 -0.3840
P 4.31047 4.30580 -0.84003 -0.3007 0.1963 0.6617 1.0083
C 5.30228 2.77427 -1.07390 0.3218 0.2022 -0.1613 -0.3599
C 6.70325 2.94941 -0.48309 -0.0689 -0.2466 0.0101 -0.2598
F 6.71219 2.53234 0.85075 -0.0469 0.1401 -0.1587 -0.0726
C 5.02101 5.46353 -2.12445 0.0890 0.2745 -0.2686 -0.3556
C 5.51647 4.75521 -3.32921 -0.7600 0.3072 0.2025 -0.8853
O 6.52960 4.17104 -3.42487 1.1878 -0.5009 -0.1671 0.0505
Cl 4.35649 4.71176 -4.68065 -0.3164 0.0065 -0.2594 0.6608
H -7.00139 0.96068 2.32713 -0.0347 -0.1165 -0.1549 0.0648
H -8.63764 0.88503 2.93864 0.0305 -0.0300 -0.1013 0.0656
H -8.25977 0.15003 1.37045 0.0003 0.0426 0.0717 0.0746
H -8.53042 -1.37718 3.51670 0.1607 -0.0545 0.0606 0.0988
H -6.91307 -0.84125 3.94260 -0.0220 0.0394 -0.0908 0.1050
H -6.64905 -2.91435 2.80414 -0.1100 0.0139 -0.0330 0.1005
H -7.82669 -2.50958 1.56770 0.1146 0.0312 -0.0139 0.1104
H -6.22706 -1.45239 0.25748 0.0016 0.2724 0.1079 0.1118
H -5.45868 -0.68628 1.67618 -0.0566 0.0758 -0.2615 0.1052
H -5.10041 -3.65264 1.34828 0.0109 0.0929 -0.0337 0.1058
H -3.98407 -2.46156 1.98862 -0.0710 -0.0274 -0.0087 0.1146
H -3.17247 -3.38942 -0.11868 -0.1435 -0.0286 -0.1329 0.1057
H -4.65331 -2.90311 -0.96621 0.0403 -0.0296 0.0850 0.1183
H -4.09909 -0.52229 -0.50061 0.2048 0.0747 0.1785 0.1062
H -2.58058 -1.01010 0.28029 -0.0530 -0.0326 -0.0104 0.1119
H -2.54910 -2.34178 -2.20937 0.0748 0.0911 0.0296 0.1165
H -3.24851 -0.78375 -2.59526 0.1512 -0.0188 -0.0697 0.0828
H 0.61854 -1.03144 -2.68890 -0.0217 -0.0750 0.0164 0.1147
H -0.61086 -2.16281 -3.24397 -0.0844 0.0901 0.0324 0.1230
H -0.62914 -2.97727 -0.72132 -0.0118 -0.0814 -0.1725 0.0978
H 0.70169 -3.46711 -1.78183 -0.1485 -0.0154 0.1123 0.1124
H 2.22071 -2.45816 -0.45439 -0.0186 0.1852 -0.0006 0.1079
H 1.38751 -0.92096 -0.49601 -0.2497 -0.0358 -0.0255 0.0825
H -0.22510 -2.20147 1.26010 0.0963 -0.1487 0.1357 0.0989
H 1.26409 -3.13082 1.55015 -0.2080 -0.0657 -0.0737 0.1092
H 2.11022 -0.43528 1.56159 0.0930 -0.0526 0.1410 0.0845
H 0.56673 -0.38536 2.36716 0.0871 -0.0163 -0.1060 0.1083
H 1.32408 -2.40986 3.74303 0.0155 0.1647 0.1442 0.1045
H 1.90632 -0.83899 4.22270 0.1753 0.0882 -0.1972 0.1042
H 3.84710 -2.08946 4.35603 -0.1166 -0.0803 -0.0553 0.0971
H 3.38245 -3.22709 3.12631 0.0174 0.1180 -0.1139 0.0979
H 4.35695 -1.90405 1.39395 -0.0982 0.1928 0.0256 0.0669
H 5.39624 -1.50574 2.75278 -0.0769 0.0245 -0.0802 0.0676
H 4.11711 -0.38396 2.28051 0.0960 -0.0060 0.0152 0.0647
H 1.07014 1.55753 -3.46948 -0.1239 0.0390 0.0607 0.0595
H 0.69925 3.24130 -3.09360 -0.0850 -0.1133 -0.0291 0.0749
H 2.46719 1.80207 -1.14872 0.2450 -0.0905 -0.1497 0.0793
H 3.17537 2.15122 -2.74721 0.0091 0.0327 0.0997 0.0985
H 2.51020 4.54950 -2.46107 -0.0049 0.0214 0.1486 0.0524
H 1.89256 4.20975 -0.84992 0.0479 -0.0595 -0.0113 0.0738
H 5.40652 2.50321 -2.12673 -0.0933 -0.1498 0.1049 0.0719
H 4.80775 1.95839 -0.54378 0.0209 0.0095 -0.0510 0.0850
H 7.04457 3.98737 -0.50448 0.0125 -0.0640 0.0141 0.1008
H 7.42202 2.32954 -1.02389 -0.0206 0.0640 0.0759 0.1189
H 5.86504 6.00869 -1.69588 -0.0732 -0.1252 0.0897 0.0891
H 4.24076 6.17477 -2.39435 0.0295 -0.0108 0.1638 0.0725
```
Forces are in eV/Å.

(3)
C24H46N2O8P2Pd | ωB97M-V/def2-TZVPD

For the highest occupied orbital energy (spin up / spin down), the calculation gives -0.527 / -0.561 hartree. Its HOMO-LUMO gap (spin up / spin down) is 9.94 / 7.09 eV. The spin multiplicity is 5. Its net charge is +2. The value obtained for the maximum force is 1.33 eV Å⁻¹.

```
83
Properties=species:S:1:pos:R:3:forces:R:3:mulliken_spin:R:1
Pd -1.03150 -0.00367 -0.12349 0.1303 0.1409 -0.2717 1.5400
C -0.07230 1.94563 1.24371 0.6989 0.2649 -0.0091 0.3018
C 0.53160 0.75713 1.80081 0.2070 0.3792 0.1696 0.2407
C 1.71640 0.49103 0.98981 -0.0984 -0.1443 0.3134 0.2164
C 1.74700 1.49383 -0.01979 -0.1892 0.1325 -0.1570 0.4050
C 0.71580 2.43533 0.16671 -0.2158 0.1025 0.3266 0.1101
C 0.65450 3.78183 -0.47399 0.0456 0.2841 -0.1858 0.1181
C 0.95020 3.68153 -1.97749 -0.1729 -0.1738 0.1426 0.0449
C -0.68560 4.47553 -0.22079 0.1316 -0.2346 -0.0684 0.0249
C 1.77520 4.62733 0.18091 -0.1664 -0.2183 0.0188 0.0690
C 2.91580 -0.39757 1.18651 0.1775 -0.2171 0.1321 0.1019
C 3.70990 0.24733 2.34811 -0.1526 0.0034 -0.1362 0.0625
C 3.81260 -0.39837 -0.06159 -0.1609 0.1082 0.1443 0.0369
C 2.60770 -1.86987 1.52931 -0.1418 0.0151 -0.0696 0.0336
C -0.00320 0.30793 3.14421 -0.1570 -0.2073 0.2199 0.0844
C 0.39710 -1.08457 3.62401 -0.0210 0.0645 -0.2145 0.0035
C 0.49660 1.34363 4.18401 0.0245 -0.1334 -0.2442 0.0644
C -1.55140 0.35163 3.11011 0.1350 -0.1663 -0.2435 0.0743
H -0.86070 2.50513 1.72411 -0.1538 -0.1902 -0.1752 -0.0016
H 2.49210 1.57223 -0.78799 0.1273 -0.0482 -0.0996 -0.0262
H 0.27970 2.97223 -2.45339 -0.0520 -0.0360 -0.1273 -0.0078
H 1.97120 3.35863 -2.15489 0.1701 -0.0311 -0.0818 -0.0038
H 0.82500 4.65663 -2.43899 0.0408 0.1271 -0.0232 -0.0005
H -1.51900 3.81513 -0.44629 -0.1111 0.0416 0.0381 -0.0115
H -0.75870 5.36503 -0.83989 0.0051 0.1172 -0.0324 -0.0007
H -0.77240 4.78923 0.81581 -0.0955 0.0325 0.1505 -0.0020
H 2.75240 4.18393 0.01071 0.1570 -0.0146 -0.0363 -0.0060
H 1.61570 4.71883 1.25201 0.0109 0.0636 0.1507 -0.0005
H 1.76250 5.62093 -0.25899 0.0183 0.1047 -0.0368 0.0043
H 3.93300 1.28913 2.13821 0.0880 0.1881 -0.0059 0.0054
H 4.64670 -0.29007 2.45961 0.1267 -0.0610 0.0627 0.0057
H 3.15710 0.19173 3.27991 -0.0062 -0.0289 0.1445 -0.0072
H 4.27690 0.56563 -0.24249 0.0841 0.1609 -0.0650 -0.0019
H 3.23350 -0.69257 -0.93329 0.0023 -0.0641 -0.1879 -0.0158
H 4.61310 -1.11777 0.08411 0.0763 -0.0376 0.0282 -0.0012
H 1.54620 -2.07267 1.55621 -0.0485 -0.0932 0.1064 0.0031
H 3.04730 -2.15017 2.48161 -0.0281 -0.0313 0.1157 -0.0016
H 3.05540 -2.51437 0.77961 0.0152 -0.0818 -0.1186 -0.0046
H 1.47020 -1.20797 3.69181 0.1390 -0.0380 0.0197 0.0008
H -0.02540 -1.84147 2.96841 0.0492 -0.1249 0.0141 -0.0035
H -0.00970 -1.24067 4.61931 -0.0566 0.0471 0.0999 -0.0009
H 1.56360 1.23963 4.35891 0.1087 0.0172 0.0496 -0.0046
H -0.02570 1.16583 5.11931 -0.0478 -0.0202 0.1240 0.0046
H 0.29960 2.36383 3.86891 -0.0689 0.1857 0.0021 -0.0022
H -1.94660 -0.12447 2.19871 -0.0341 0.1119 0.4305 -0.0314
H -1.94190 1.36253 3.19291 -0.0678 0.0896 -0.1059 0.0017
H -1.92590 -0.20977 3.96271 -0.0486 -0.0042 0.0477 0.0022
N -5.06140 0.55083 -1.19009 -0.2584 0.1284 0.5874 0.0018
C -3.88510 0.30363 -2.06299 1.2687 -0.1926 -0.0358 -0.0012
C -4.25060 0.29593 -3.52279 -0.0450 -0.0034 -0.2747 0.0001
P -2.60510 1.54783 -1.58269 -0.7417 0.9941 -0.4847 -0.0037
O -3.24900 2.84343 -2.24299 -0.2643 -0.5020 0.1220 0.0076
O -1.22950 1.23303 -2.08099 0.1459 -0.3871 0.0710 0.1176
O -2.64860 1.60443 -0.07419 -0.0503 0.1604 0.5386 0.1327
P -3.17190 -1.27227 -1.40009 -0.4061 -1.1822 -0.4259 0.0084
O -4.43950 -2.19427 -1.75599 -0.0444 0.6582 0.0468 0.0042
O -1.91400 -1.72617 -2.04939 -0.5384 0.0197 -0.4688 -0.0029
O -3.11010 -1.03737 0.09311 0.3409 0.1719 -0.1622 0.1589
H -5.49900 1.45723 -1.39499 -0.0810 -0.2234 0.0561 0.0001
H -4.69400 0.55163 -0.21859 -0.2606 0.0390 -0.1110 -0.0001
H -5.73800 -0.21917 -1.28599 -0.0023 0.2592 0.0121 0.0003
H -4.70020 1.24503 -3.81609 -0.0036 0.0019 -0.0417 -0.0003
H -4.93670 -0.51987 -3.75029 -0.0137 -0.0006 -0.0158 0.0002
H -3.34810 0.15303 -4.11669 -0.0129 -0.0075 -0.0064 -0.0004
H -2.63990 3.52983 -2.51049 0.3052 0.4432 -0.1489 0.0012
H -4.28940 -3.13587 -1.70649 0.0041 -0.5439 0.0434 -0.0016
O 0.62290 -1.38387 -1.04219 0.0752 0.7263 -0.0046 0.0787
C -0.00730 -2.28937 -0.43529 0.6126 -1.1137 -0.1870 -0.0588
O -0.59580 -2.09877 0.63711 -0.3888 -0.0783 0.5320 0.1281
C 0.00120 -3.67967 -1.10609 -0.5090 0.1685 0.9333 0.0008
N 0.58650 -3.43547 -2.44969 -0.1149 0.6742 -0.4028 0.0061
C 1.68890 -4.39907 -2.67339 0.6916 -0.5030 -0.0262 0.0004
C 2.18750 -4.70287 -1.26589 -0.1265 -0.0698 0.0186 0.0006
C 0.89890 -4.73427 -0.44339 0.0925 0.0304 -0.0387 0.0002
H -1.03550 -4.01247 -1.16269 0.1660 0.1291 -0.1699 -0.0024
H 0.92210 -2.43257 -2.32909 -0.1482 -0.5248 -0.3518 0.0004
H -0.11860 -3.42477 -3.18889 0.0418 0.0162 0.1301 -0.0003
H 2.46050 -3.97127 -3.31129 -0.1906 0.0578 -0.0928 -0.0002
H 1.28960 -5.29937 -3.14529 -0.0467 0.1574 0.0105 0.0000
H 2.85820 -3.92027 -0.91219 0.0336 0.0475 -0.0647 -0.0001
H 2.71940 -5.64997 -1.22759 0.0688 0.0284 -0.0198 0.0001
H 1.06090 -4.52277 0.61091 -0.0486 0.0026 0.0316 -0.0015
H 0.42910 -5.71437 -0.52409 -0.0250 0.0360 0.0451 0.0002
```
Forces are in eV/Å.